Record 1
The following is a quantum chemistry calculation of a 2-piece molecular cluster, C5H11NO2 overall at a distorted geometry, from the OMol25 dataset.

The geometry in XYZ format:
```
19
Properties=species:S:1:pos:R:3
C -0.22185 -0.76374 -2.65933
C -0.51981 -0.63556 -1.37711
C -1.47800 -1.43185 -0.56197
O -0.22443 0.85024 -0.75217
H -0.67131 -1.56248 -3.22900
H 0.50093 -0.12676 -3.14310
H -2.11475 -0.78532 0.04395
H -2.11592 -2.01409 -1.22975
H -0.94946 -2.10552 0.11137
H -0.52422 1.75929 -0.60228
C 0.71011 1.64480 2.06778
C 0.97778 0.25879 1.50447
N 1.38042 0.33224 0.08862
O 1.34039 -0.80030 -0.52403
H 1.54444 2.31021 1.84914
H -0.18927 2.08134 1.63101
H 0.56535 1.59259 3.14676
H 1.85629 -0.18029 1.99132
H 0.13329 -0.42360 1.64434
```

Values from the calculation:
total energy = -402.11308 Ha
ΔE to the lowest compared entry with this formula, charge and spin = 695.9 kJ/mol
gap between HOMO and LUMO = 8.78 eV
LUMO level = 0.022 Eh

Atomic partial charges in e from the Löwdin method, atoms 1 to 6:
1 C 0.074
2 C -0.304
3 C -0.045
4 O -0.112
5 H 0.075
6 H 0.079



Record 2
The following is a quantum chemistry calculation of an isolated ion of composition C5H9N2 and charge +1 at a distorted geometry, from the OMol25 dataset.

The geometry in XYZ format:
```
16
Properties=species:S:1:pos:R:3
C 0.85649 0.14166 -1.86476
C 0.68720 0.10364 -0.35714
C 1.61100 0.34477 0.65528
C 0.93929 0.08499 1.86948
N -0.33860 -0.14833 1.57313
N -0.56992 -0.12931 0.26102
C -1.88691 -0.38277 -0.23270
H 1.70194 0.92661 -1.81137
H 1.18495 -0.68604 -2.53399
H -0.13392 0.50271 -2.16575
H 2.58353 0.53055 0.51461
H 1.26144 -0.00845 2.95652
H -1.15205 -0.15310 2.25063
H -2.19172 0.33155 -1.04539
H -1.89610 -1.39792 -0.61680
H -2.65662 -0.06055 0.54724
```

Values from the calculation:
total energy = -305.13650 Ha
charge = +1
ΔE to the lowest compared entry with this formula, charge and spin = 245.6 kJ/mol
gap between HOMO and LUMO = 11.19 eV
LUMO level = -0.130 Eh

Atomic partial charges in e from the Löwdin method, atoms 1 to 6:
1 C 0.020
2 C -0.177
3 C 0.039
4 C 0.000
5 N 0.063
6 N -0.105



Record 3
The following is a quantum chemistry calculation of the molecule C6H12O at a distorted geometry, from the OMol25 dataset.

The geometry in XYZ format:
```
19
Properties=species:S:1:pos:R:3
C -1.03464 -1.77860 1.40851
C 0.38529 -1.23522 1.33843
C 0.35131 0.30346 1.38067
C 0.05315 0.92451 0.04690
C 0.73802 0.85064 -1.07921
C 0.37930 1.60426 -2.36682
O -0.53889 0.85867 -3.14701
H -1.72255 -1.08321 0.92017
H -1.35145 -1.79245 2.45910
H -1.33621 -2.77777 1.09095
H 0.97691 -1.60084 2.16487
H 0.81495 -1.50261 0.38196
H 1.35249 0.63990 1.66732
H -0.26479 0.63840 2.21374
H -0.89185 1.43330 0.03267
H 1.67726 0.29626 -1.03955
H 1.34498 1.74096 -2.84669
H -0.15878 2.44401 -1.92366
H -0.77452 0.03635 -2.70235
```

Values from the calculation:
total energy = -310.99602 Ha
ΔE to the lowest compared entry with this formula, charge and spin = 166.1 kJ/mol
gap between HOMO and LUMO = 10.73 eV
LUMO level = 0.039 Eh

Atomic partial charges in e from the Löwdin method, atoms 1 to 6:
1 C -0.117
2 C -0.254
3 C -0.215
4 C -0.126
5 C -0.104
6 C -0.246



Record 4
The following is a quantum chemistry calculation of the molecule C9H11BO3 at a distorted geometry, from the OMol25 dataset.

The geometry in XYZ format:
```
24
Properties=species:S:1:pos:R:3
B 3.30520 0.42121 -1.20849
C 2.64004 1.65295 -0.59303
C 3.03519 -1.06727 -0.90121
C 2.80023 -0.03304 1.30677
C 1.09397 1.27131 -0.70290
C 1.47096 -1.25107 -1.10895
C 1.36022 -0.35776 1.19632
C 0.77295 -0.18597 -0.24649
C -1.68551 0.49889 0.47752
C -0.78084 -0.36524 -0.16374
O 2.96032 2.72922 -0.08124
O 3.70692 -1.96589 -0.45307
O 3.62707 -0.03216 2.08675
H 0.33927 1.94618 -0.18951
H 0.96534 1.45052 -1.72628
H 1.33115 -1.23601 -2.20054
H 1.23186 -2.26903 -0.80317
H 1.16493 -1.38578 1.36264
H 0.77108 0.13524 1.95415
H -1.70771 1.59043 0.10689
H -1.42380 0.67197 1.57090
H -2.70725 0.04160 0.56324
H -1.12010 -0.70341 -1.22302
H -0.79398 -1.32735 0.44879
```

Values from the calculation:
total energy = -599.92179 Ha
ΔE to the lowest compared entry with this formula, charge and spin = 732.0 kJ/mol
gap between HOMO and LUMO (alpha / beta) = 6.99 / 7.03 eV
LUMO level (alpha / beta) = -0.031 / -0.030 Eh

Atomic partial charges in e from the Löwdin method, atoms 1 to 6:
1 B 0.200
2 C -0.388
3 C -0.420
4 C -0.104
5 C -0.052
6 C -0.057



Record 5
The following is a quantum chemistry calculation of an isolated ion of composition C4HClNO2S and charge -1 at a distorted geometry, from the OMol25 dataset.

The geometry in XYZ format:
```
10
Properties=species:S:1:pos:R:3
O 1.00246 2.33004 -0.81874
C 1.25812 1.47804 0.03188
O 2.22800 1.30877 0.76533
C 0.13416 0.39078 0.11878
N -1.16698 0.56240 0.10573
C -1.89201 -0.49570 0.00303
S -1.03108 -2.00974 -0.11609
C 0.45495 -1.17560 -0.01207
Cl 1.97718 -1.88830 -0.08261
H -2.96481 -0.50070 0.00476
```

Values from the calculation:
total energy = -1216.67791 Ha
charge = -1
ΔE to the lowest compared entry with this formula, charge and spin = 0.0 kJ/mol
gap between HOMO and LUMO = 7.15 eV
LUMO level = 0.106 Eh

Atomic partial charges in e from the Löwdin method, atoms 1 to 6:
1 O -0.040
2 C -0.762
3 O -0.054
4 C -0.198
5 N -0.003
6 C -0.509